Molecular formula: C2H10O3
Method: DFT, ωB97M-V with the def2-TZVPD basis set

Structure (XYZ):
```
15
Properties=species:S:1:pos:R:3:forces:R:3:lowdin_charge:R:1
C 0.635016 -0.819328 0.593936 -1.21 0.45 0.31 -0.1738
O -2.146206 -0.167695 0.759576 0.56 -0.77 0.12 -0.4556
C 0.443859 0.707774 0.604087 0.24 -0.17 0.19 -0.1985
H 1.330764 -1.032079 -0.219701 0.63 -0.72 0.05 0.0241
H 0.739509 -1.507599 1.455237 0.39 0.98 -0.03 0.0739
H -2.969979 0.001594 1.179252 -1.20 0.12 0.38 -0.1444
H 1.156574 1.387315 1.074742 0.50 -0.45 0.32 0.0443
H -0.564975 0.931384 1.015048 0.22 -0.29 -0.34 0.0517
H -0.297488 -1.107554 0.153145 -0.76 -0.65 -0.14 0.0182
H 0.421609 0.962463 -0.465455 -0.15 0.17 0.50 0.0459
H 3.559085 -0.061557 -0.724922 1.60 -0.58 -0.37 -0.0322
O 2.637193 -0.071270 -0.519154 -0.39 1.31 -0.20 -0.1123
H -1.755807 0.314180 -2.474759 0.93 0.89 3.34 0.0832
H -1.699103 -0.143893 -0.939624 -0.90 -0.48 1.57 -0.0576
O -1.490054 0.606265 -1.491411 -0.45 0.20 -5.70 -0.1666
```
Positions in Å, forces in eV/Å.

gap between HOMO and LUMO (spin up / spin down): 7.00 / 4.54 eV
2S+1: 2
total charge: -1
E_HOMO (spin up / spin down): -3.2 / -2.8 eV
total energy: -307.7478 hartree
molecular weight: 82.10 Da
energy above the lowest of the compared OMol25 structures with the same formula, charge and spin: 74.0 kcal/mol

=====

Molecular formula: C2H2FO3P
Method: DFT, ωB97M-V with the def2-TZVPD basis set

Structure (XYZ):
```
9
Properties=species:S:1:pos:R:3:forces:R:3:lowdin_charge:R:1
C 0.453853 -1.308667 0.162923 0.88 -2.05 0.35 -0.0914
C 0.774644 -0.026613 0.133118 0.42 -1.05 -0.91 -0.3815
O -0.815681 1.007282 -1.528179 -0.14 0.29 1.37 -0.5144
O -0.524479 2.524160 0.567973 0.03 -1.71 -0.16 -0.5389
O -1.721291 0.200804 0.762681 -0.57 0.19 0.56 -0.4816
F 2.021204 0.171651 -0.451761 0.27 0.99 0.19 -0.1083
P -0.742262 1.082518 0.029366 0.10 2.37 -2.00 0.0651
H -0.537846 -1.463459 0.538460 -0.27 -0.54 0.06 0.0031
H 1.091859 -2.187677 -0.214580 -0.72 1.51 0.54 0.0479
```
Positions in Å, forces in eV/Å.

gap between HOMO and LUMO: 6.53 eV
total charge: -2
E_HOMO: 0.8 eV
total energy: -744.3570 hartree
molecular weight: 124.01 Da
energy above the lowest of the compared OMol25 structures with the same formula, charge and spin: 11.9 kcal/mol

=====

Molecular formula: C22H28N3OPPtSSe2
Method: DFT, ωB97M-V with the def2-TZVPD basis set

Structure (XYZ):
```
59
Properties=species:S:1:pos:R:3:forces:R:3:lowdin_charge:R:1
Pt 0.587264 1.453617 0.050266 0.35 1.38 0.23 0.4621
Se -1.335537 2.921544 0.135680 -0.38 -0.01 -0.08 0.3169
P -2.636203 1.163643 -0.030240 0.25 -0.02 0.01 0.2890
Se -0.997322 -0.300908 -0.249213 0.22 -0.31 -0.06 0.3119
C -3.567375 0.932501 1.510830 0.03 -0.07 -0.03 -0.3847
C -2.771841 0.629932 2.619868 -0.02 -0.09 -0.01 -0.1209
C -3.343434 0.465782 3.867508 -0.02 0.01 0.01 -0.0667
C -4.716322 0.605676 4.029959 0.01 0.00 -0.01 -0.0758
C -5.507933 0.924974 2.940054 0.00 0.00 0.02 -0.0780
C -4.937902 1.092226 1.684848 -0.07 0.17 -0.04 -0.0852
C -3.654716 1.170003 -1.532134 0.02 0.11 0.03 -0.3835
C -2.938945 1.493239 -2.689099 -0.03 0.07 0.00 -0.1233
C -3.571043 1.526680 -3.917558 -0.01 -0.01 -0.01 -0.0657
C -4.925984 1.233741 -4.012106 0.01 0.00 0.01 -0.0748
C -5.637598 0.896410 -2.873475 0.00 -0.01 -0.03 -0.0779
C -5.006585 0.861408 -1.636904 -0.05 -0.17 0.06 -0.0832
H -1.701764 0.517873 2.495212 0.00 -0.01 -0.01 0.0714
H -2.714853 0.227254 4.715122 0.00 0.00 0.00 0.1086
H -5.164020 0.475508 5.006537 0.00 0.00 0.00 0.1054
H -6.575429 1.054823 3.059936 0.00 0.00 0.00 0.1058
H -5.579644 1.385377 0.868184 0.06 0.03 0.05 0.0839
H -1.882346 1.719825 -2.617170 0.00 0.01 0.01 0.0794
H -3.003753 1.779485 -4.803301 0.00 0.00 0.00 0.1091
H -5.421303 1.259169 -4.973913 0.00 0.00 0.00 0.1057
H -6.689055 0.649912 -2.939952 0.00 0.00 0.00 0.1057
H -5.583880 0.555143 -0.778241 0.06 -0.02 -0.05 0.0821
C 2.537389 4.164654 -0.354628 0.03 0.05 -0.28 -0.1035
O 1.851179 3.304503 0.555008 -0.25 -0.39 0.27 -0.2732
H 3.244168 3.607646 -0.970682 -0.01 -0.01 0.05 0.0739
H 3.063508 4.945035 0.196988 -0.03 -0.03 0.03 0.0893
H 1.781513 4.620992 -0.989241 0.00 -0.01 0.00 0.0884
H 2.504764 2.808535 1.067475 0.13 -0.03 -0.04 0.0829
C 2.295222 -0.133219 2.493520 0.01 -0.01 -0.02 -0.0612
C 3.052751 0.088336 1.224254 0.09 0.12 0.11 -0.4130
C 4.357949 -0.232795 0.916072 -0.01 0.00 -0.03 -0.1087
C 4.553252 0.112732 -0.453012 0.01 -0.09 0.06 -0.0929
C 3.360924 0.625615 -0.908574 -0.04 0.18 -0.04 -0.4276
C 2.977429 1.045996 -2.289579 -0.02 -0.05 -0.01 -0.0660
N 2.460800 0.656714 0.126473 -0.21 -0.85 -0.19 -0.1611
H 2.944399 -0.586546 3.243085 0.00 0.01 0.00 0.0720
H 1.447079 -0.802528 2.323440 0.00 0.01 0.02 0.0630
H 1.896383 0.796919 2.908676 -0.02 -0.01 0.01 0.0606
H 5.087586 -0.638416 1.602488 -0.02 -0.02 -0.01 0.0894
H 5.453365 -0.006369 -1.036929 0.01 0.01 -0.01 0.0895
H 3.831805 0.951054 -2.960029 0.01 0.01 0.01 0.0772
H 2.621301 2.078602 -2.335443 -0.01 -0.02 -0.01 0.0466
H 2.174313 0.411346 -2.672807 0.02 -0.01 0.01 0.0514
S 1.428896 -2.356264 -1.435795 -0.28 -0.09 -0.19 0.5825
C 2.270677 -3.580293 -0.702252 0.19 0.13 0.18 -0.8964
N 3.412314 -3.419739 0.001449 -0.06 -0.04 -0.11 0.0237
C 4.028448 -4.686823 0.353651 -0.01 0.02 0.06 -0.1431
C 2.868117 -5.678726 0.134247 0.00 0.00 0.01 -0.1481
N 1.962216 -4.898381 -0.691819 0.08 -0.02 -0.11 0.0050
H 3.896486 -2.534303 -0.065593 0.01 0.05 0.15 0.1050
H 4.367808 -4.689248 1.388898 0.04 0.00 -0.01 0.1120
H 4.881638 -4.915046 -0.290965 -0.02 0.00 -0.04 0.1144
H 2.404111 -5.964800 1.082191 -0.01 0.03 0.00 0.1125
H 3.195995 -6.582897 -0.377732 0.00 -0.01 0.03 0.1104
H 1.063763 -5.207138 -1.013522 -0.01 0.00 0.02 0.1280
```
Positions in Å, forces in eV/Å.

gap between HOMO and LUMO: 6.62 eV
E_HOMO: -6.7 eV
total energy: -6756.4112 hartree
molecular weight: 766.53 Da
energy above the lowest of the compared OMol25 structures with the same formula, charge and spin: 19.5 kcal/mol

=====

Molecular formula: C2H5F2N
Method: DFT, ωB97M-V with the def2-TZVPD basis set

Structure (XYZ):
```
10
Properties=species:S:1:pos:R:3:forces:R:3:lowdin_charge:R:1
C -0.986782 0.982583 -0.065615 3.55 -4.47 0.38 0.0791
C 0.776096 -0.026131 0.053294 -4.61 2.22 -0.03 -0.5191
N 0.702512 -1.430647 -0.239768 2.15 1.08 3.04 0.1296
F 1.623832 0.739361 -0.653411 0.07 -0.95 -0.61 0.0758
F 1.120441 0.182921 1.336791 0.23 -0.68 0.28 0.0591
H -1.591591 0.578631 0.706497 -0.14 0.26 1.29 0.0234
H -0.593364 1.927543 -0.046833 0.33 2.35 0.17 0.0024
H -1.433169 0.619315 -0.934811 -0.41 0.02 -1.91 0.0049
H -0.014499 -1.720499 -0.805154 -1.94 -0.01 -2.41 0.0405
H 0.396527 -1.853080 0.649008 0.77 0.18 -0.21 0.1043
```
Positions in Å, forces in eV/Å.

gap between HOMO and LUMO: 10.31 eV
E_HOMO: -9.4 eV
total energy: -333.6279 hartree
molecular weight: 81.06 Da
energy above the lowest of the compared OMol25 structures with the same formula, charge and spin: 46.4 kcal/mol

=====

Molecular formula: C26H33NNiO4S
Method: DFT, ωB97M-V with the def2-TZVPD basis set

Structure (XYZ):
```
66
Properties=species:S:1:pos:R:3:forces:R:3:lowdin_charge:R:1
Ni 0.385254 1.097818 -1.099416 -0.02 -0.06 0.03 0.7158
C 2.363322 3.074991 0.305862 -0.02 0.03 -0.02 -0.0250
O 2.150882 2.180680 -0.794947 0.09 -0.02 0.02 -0.2768
C 2.670626 2.679199 -2.031414 -0.03 -0.07 -0.05 -0.1414
C 2.466294 1.587393 -3.067683 0.00 0.02 0.03 -0.0946
O 1.132351 1.042329 -2.992844 0.02 0.04 -0.08 -0.1915
C 0.145938 1.601843 -3.881335 -0.01 0.07 0.03 -0.1098
C -0.324053 2.953277 -3.368536 0.02 -0.03 -0.04 -0.1368
O -0.462972 2.841495 -1.946783 -0.04 -0.12 -0.08 -0.2725
C -1.067903 3.991705 -1.343880 0.00 -0.01 0.06 -0.0228
H 3.430636 3.264289 0.423770 -0.03 0.00 0.01 0.1104
H 1.978416 2.585555 1.197548 0.00 0.02 0.01 0.0976
H 1.835522 4.016794 0.138271 0.02 0.00 0.01 0.1026
H 3.736513 2.893818 -1.918898 -0.02 -0.02 -0.04 0.1511
H 2.155447 3.607667 -2.289995 0.00 0.00 -0.01 0.1286
H 3.132033 0.746261 -2.877677 -0.01 0.04 0.03 0.1442
H 2.652214 1.962679 -4.074860 0.02 0.00 0.03 0.1495
H -0.667049 0.880130 -3.871852 0.00 0.03 -0.02 0.1271
H 0.554134 1.670427 -4.890241 -0.01 0.04 0.03 0.1493
H -1.286490 3.208953 -3.819609 0.01 -0.02 0.01 0.1494
H 0.381926 3.757533 -3.595620 0.00 -0.02 -0.01 0.1354
H -2.081597 4.121558 -1.724663 0.01 0.01 0.01 0.1097
H -0.474480 4.883061 -1.558128 -0.02 -0.01 0.01 0.1079
H -1.100293 3.815509 -0.270724 -0.01 0.03 -0.03 0.0942
C -3.294061 -1.001202 -2.119679 0.00 -0.01 -0.02 0.0229
C -2.434460 -0.203216 -1.191728 0.14 0.05 -0.08 -0.3184
O -1.318102 0.142067 -1.608432 -0.16 -0.01 0.08 -0.0233
C -2.924961 0.136524 0.153868 -0.01 0.02 0.00 -0.1651
C -4.136902 -0.395342 0.606067 0.01 0.00 -0.01 -0.0114
C -4.595967 -0.113295 1.881049 0.00 -0.01 -0.01 -0.0418
C -3.853462 0.706372 2.717553 -0.02 0.01 0.03 -0.0367
C -2.654014 1.254812 2.278143 0.01 0.01 -0.02 -0.0431
C -2.197549 0.973827 1.006005 -0.01 0.00 -0.03 -0.0289
H -2.777010 -1.136642 -3.064933 -0.02 -0.01 0.00 0.0970
H -4.248034 -0.497911 -2.283161 0.00 0.00 -0.01 0.1112
H -3.518073 -1.979171 -1.690878 0.01 -0.01 0.00 0.1049
H -4.727966 -1.036392 -0.032835 0.00 0.00 0.00 0.1188
H -5.534678 -0.529340 2.219092 -0.01 0.00 0.01 0.1220
H -4.214194 0.929435 3.712531 0.00 0.00 0.02 0.1225
H -2.085991 1.903700 2.930237 0.01 0.01 0.01 0.1176
H -1.265805 1.418221 0.679297 -0.01 -0.04 0.00 0.0783
N 0.984254 -0.217624 0.183594 0.20 0.23 0.01 -0.3470
S 0.567974 -1.767333 0.310878 -0.23 0.00 0.09 1.1186
C -0.113195 -2.002311 1.933207 0.00 -0.05 0.07 -0.4116
C 0.643035 -1.790156 3.081960 0.04 0.02 -0.09 -0.0646
C 0.035958 -1.926110 4.316448 0.01 0.01 0.00 -0.0434
C -1.308186 -2.277860 4.395531 -0.02 -0.01 0.04 -0.0415
C -2.050854 -2.495667 3.246687 0.00 -0.01 -0.03 -0.0551
C -1.452043 -2.356204 2.001499 0.02 -0.05 0.00 -0.0894
C 2.088480 -2.691554 0.413491 -0.02 -0.07 0.05 -0.3986
C 2.042376 -3.984715 0.922049 0.02 0.00 -0.01 -0.0698
C 3.206623 -4.733349 0.945142 0.01 0.03 -0.02 -0.0417
C 4.394142 -4.193473 0.464519 -0.02 -0.02 0.01 -0.0443
C 4.420287 -2.906261 -0.047567 0.01 -0.01 0.01 -0.0528
C 3.259524 -2.145250 -0.082456 0.03 0.03 -0.03 -0.0815
H 1.704599 0.046175 0.850158 0.05 -0.10 -0.02 0.0386
H 1.695689 -1.544159 3.011015 0.02 0.00 0.01 0.1218
H 0.609311 -1.773880 5.220293 0.01 0.00 0.00 0.1197
H -1.772544 -2.395774 5.365262 0.00 0.00 0.01 0.1198
H -3.090075 -2.785444 3.317316 -0.01 0.00 -0.01 0.1178
H -2.013735 -2.537083 1.094308 -0.02 -0.01 0.00 0.1064
H 1.119664 -4.401132 1.304601 -0.02 0.00 0.01 0.1204
H 3.187906 -5.738505 1.341461 0.00 -0.02 0.01 0.1208
H 5.300422 -4.782197 0.489823 0.01 -0.01 0.00 0.1196
H 5.345279 -2.492150 -0.423476 0.01 0.01 -0.01 0.1159
H 3.269665 -1.145396 -0.494282 -0.01 0.02 0.00 0.0939
```
Positions in Å, forces in eV/Å.

gap between HOMO and LUMO (spin up / spin down): 8.65 / 8.49 eV
2S+1: 3
total charge: +2
E_HOMO (spin up / spin down): -14.4 / -14.4 eV
total energy: -3272.2088 hartree
molecular weight: 514.31 Da
energy above the lowest of the compared OMol25 structures with the same formula, charge and spin: 0.0 kcal/mol

=====

Molecular formula: C21H22I3N3O8P2Re
Method: DFT, ωB97M-V with the def2-TZVPD basis set

Structure (XYZ):
```
60
Properties=species:S:1:pos:R:3:forces:R:3:lowdin_charge:R:1
Re 1.126924 -1.475546 -0.341950 -2.73 -0.12 0.03 1.1041
I -1.242752 3.648113 5.687665 0.05 -0.13 -0.08 0.7076
C -0.551590 2.075249 4.462713 -0.03 0.14 0.14 -0.7530
C 0.606012 1.392767 4.808932 -0.14 -0.02 -0.11 -0.2644
C 1.034120 0.369930 3.986708 0.08 -0.22 -0.19 -0.6349
I 2.753177 -0.721760 4.483473 -0.08 0.10 0.00 0.8241
C 0.370232 -0.032430 2.781563 0.07 -0.02 0.05 -0.4742
O 0.782255 -1.017157 2.082524 0.12 0.14 -0.06 -0.2647
C -0.814928 0.724540 2.482339 0.06 0.07 -0.10 -0.1562
C -1.542850 0.400489 1.204416 0.21 0.09 -0.09 -0.1669
N -0.758611 0.806862 0.029021 -0.05 0.54 0.16 -0.0600
C -0.751641 2.250887 -0.207699 -0.12 -0.19 0.00 -0.1523
C 0.615585 2.883989 -0.326768 0.04 -0.21 0.07 -0.2636
C 0.940518 3.714777 -1.393826 0.02 -0.02 -0.03 -0.0601
C 2.205447 4.282733 -1.442276 -0.02 0.04 -0.07 -0.0912
C 3.102627 4.002213 -0.428518 0.03 -0.11 0.04 -0.0713
C 2.676167 3.183134 0.611627 0.02 -0.05 -0.05 -0.1170
N 1.463793 2.648040 0.672316 0.04 -0.06 -0.01 0.1551
C -1.255099 1.739948 3.312788 0.05 -0.13 -0.08 -0.1529
H 1.153337 1.641679 5.707761 0.02 0.00 -0.02 0.0668
H -2.536703 0.872893 1.201748 -0.04 0.03 0.11 0.1144
H -1.688552 -0.674751 1.163072 0.01 -0.06 -0.16 0.0845
H -1.038758 0.328552 -0.815822 -0.02 -0.13 0.12 0.0685
H -1.233101 2.749847 0.635898 -0.10 0.03 0.09 0.1133
H -1.336065 2.495910 -1.101816 0.01 0.07 -0.02 0.1135
H 0.209632 3.909928 -2.170432 0.00 -0.03 -0.02 0.1047
H 2.482601 4.926428 -2.269413 0.03 -0.03 0.00 0.0994
H 4.118123 4.373764 -0.447385 -0.02 0.04 0.01 0.0964
H 3.347458 2.936029 1.429344 -0.04 0.00 -0.04 0.1131
H -2.170680 2.265748 3.061005 0.05 0.03 -0.02 0.0865
O 1.769482 1.403324 -4.012839 0.00 0.04 0.21 -0.1311
P 2.063251 0.054179 -3.177240 -0.19 0.20 -0.20 0.1858
O 2.377633 -1.055439 -4.105926 0.10 0.01 0.08 -0.2934
O 0.924753 -0.115356 -2.182414 0.45 -0.13 0.45 -0.4134
O 3.381355 0.506307 -2.351922 0.06 -0.45 0.13 -0.2714
P 4.062853 -0.523764 -1.258130 0.27 0.37 -0.31 0.1961
O 4.183890 -1.886068 -2.067681 -0.17 0.14 -0.44 -0.1743
O 5.368003 -0.012680 -0.831667 -0.13 0.06 0.14 -0.2836
O 2.961616 -0.667899 -0.190814 -0.13 -0.04 -0.10 -0.5261
H 1.599366 2.121317 -3.383747 0.00 -0.10 -0.09 0.0374
H 3.610985 -1.902630 -2.874382 0.12 -0.01 0.36 0.0472
C -1.813119 -1.779468 -3.046394 -0.11 -0.04 0.01 -0.0446
C -2.501560 -2.398901 -1.855909 0.26 0.17 -0.05 -0.2123
C -3.826875 -2.803039 -1.939815 -0.09 -0.08 -0.04 -0.0819
C -4.478592 -3.373743 -0.858339 0.09 0.03 0.03 -0.1155
C -3.776728 -3.560584 0.325312 -0.05 -0.02 0.07 -0.0759
C -2.449994 -3.174984 0.457897 0.22 0.14 0.02 -0.2141
C -1.704807 -3.412737 1.746109 -0.08 0.05 -0.04 -0.0523
C -1.804929 -2.554644 -0.639758 -0.46 -0.27 -0.05 -0.2744
N -0.520683 -2.098863 -0.521918 1.85 0.58 0.02 -0.2108
H -1.935578 -2.410326 -3.930831 -0.01 0.02 0.03 0.0783
H -0.751399 -1.635366 -2.865170 0.00 0.00 -0.04 0.0380
H -2.245504 -0.801555 -3.279330 0.02 0.00 0.00 0.0816
H -4.356916 -2.668409 -2.878162 0.03 0.02 0.00 0.1008
H -5.521116 -3.664013 -0.933002 0.05 -0.02 0.00 0.0852
H -4.269630 -4.012285 1.181850 0.02 0.02 -0.04 0.1001
H -2.392566 -3.388622 2.595375 0.00 -0.04 -0.04 0.0750
H -0.924037 -2.668687 1.906071 0.06 -0.03 0.00 0.0403
H -1.217018 -4.390963 1.725358 0.04 0.07 0.00 0.0737
I 2.121180 -3.826934 0.388392 0.29 -0.52 0.23 0.0662
```
Positions in Å, forces in eV/Å.

gap between HOMO and LUMO (spin up / spin down): 5.14 / 4.84 eV
2S+1: 2
total charge: -2
E_HOMO (spin up / spin down): -1.6 / -1.3 eV
total energy: -3234.1167 hartree
molecular weight: 1073.29 Da
energy above the lowest of the compared OMol25 structures with the same formula, charge and spin: 10.9 kcal/mol